# 1
Entry from OMol25: a 11-piece molecular cluster, C23H54N10O13 overall (ωB97M-V/def2-TZVPD).

Structure (XYZ):
```
100
Properties=species:S:1:pos:R:3:forces:R:3
C 7.254 -33.192 33.709 -0.534 0.262 -1.589
O 8.199 -32.663 33.029 1.290 -0.501 0.354
O 7.364 -34.291 34.352 0.895 -0.886 0.553
O 6.106 -32.653 33.592 -1.892 0.573 0.663
C 6.903 -37.865 40.135 -0.486 -0.115 0.300
C 6.400 -36.542 39.608 0.498 0.184 -0.490
O 6.470 -35.546 40.296 -0.393 0.377 0.260
N 5.978 -36.517 38.309 0.103 0.016 0.209
C 5.556 -35.338 37.588 -0.758 0.503 -1.059
H 7.174 -38.540 39.325 0.292 -0.107 0.237
H 6.149 -38.342 40.765 -0.334 -0.013 -0.314
H 7.684 -37.649 40.861 0.412 -0.047 -0.491
H 6.073 -37.339 37.736 -0.011 -0.076 0.259
H 4.508 -35.399 37.282 -0.204 -0.181 0.363
H 6.042 -35.270 36.614 0.418 0.023 0.205
H 5.658 -34.374 38.080 0.382 -0.389 0.543
C 11.190 -30.893 33.326 0.407 -1.391 0.717
C 10.415 -29.690 33.811 2.422 1.347 0.434
O 10.983 -28.753 34.381 -0.349 -0.330 -0.036
N 9.130 -29.736 33.556 -1.851 -1.087 -0.775
C 8.088 -28.901 34.098 -0.245 0.559 0.485
H 11.960 -31.146 34.058 0.170 0.530 0.054
H 11.689 -30.868 32.358 -0.275 0.569 -0.084
H 10.578 -31.797 33.357 -0.285 0.132 -0.419
H 8.906 -30.606 33.095 -0.913 0.032 0.519
H 8.255 -28.762 35.167 0.191 0.323 -0.041
H 7.078 -29.307 34.036 0.320 -0.758 -0.366
H 7.998 -27.940 33.589 0.406 0.145 0.112
O 9.728 -30.925 28.876 0.938 -1.037 -0.875
C 9.657 -31.640 29.869 -0.124 1.829 0.388
N 9.126 -31.077 30.968 -0.159 -1.130 0.804
C 10.083 -33.081 30.023 -0.047 -0.698 -1.955
H 9.001 -30.081 31.038 -0.144 -0.075 -0.374
H 8.819 -31.703 31.713 -0.122 0.161 0.240
H 9.939 -33.495 29.019 -0.775 -0.281 0.104
H 9.517 -33.645 30.761 -0.020 0.202 0.058
H 11.144 -33.338 30.054 0.233 0.897 0.866
O 4.704 -38.289 33.576 -0.376 -0.196 0.358
C 5.098 -37.162 33.850 -0.984 -0.528 -2.134
N 6.106 -36.962 34.696 0.451 0.291 0.790
C 4.495 -35.923 33.190 0.743 0.371 1.156
H 6.395 -37.773 35.217 0.400 0.066 -0.271
H 6.647 -36.105 34.642 0.062 0.317 0.245
H 5.113 -35.093 33.542 -0.213 0.378 -0.286
H 3.493 -35.780 33.597 -0.066 -0.084 -0.065
H 4.452 -35.900 32.104 0.103 -0.500 0.043
O 6.980 -35.322 28.864 0.124 -1.298 -0.637
C 6.822 -35.151 30.060 0.071 0.855 -0.963
N 6.226 -34.006 30.438 -0.127 -0.049 1.634
C 7.371 -36.054 31.121 0.207 -0.127 0.401
H 6.495 -33.691 31.363 -0.548 0.574 -0.028
H 5.970 -33.362 29.708 0.191 0.139 0.121
H 6.843 -37.001 31.234 -0.018 -0.072 -0.554
H 7.371 -35.647 32.132 -0.057 0.429 -0.172
H 8.404 -36.216 30.814 -0.041 -0.386 0.171
O 1.062 -32.850 33.914 -0.262 0.344 -0.617
C 2.245 -32.855 33.587 -1.249 -0.820 0.057
N 3.181 -32.691 34.515 2.082 0.126 0.495
C 2.703 -33.137 32.152 -0.197 -0.334 0.735
H 4.158 -32.898 34.335 0.338 0.202 -0.428
H 2.992 -32.447 35.473 -0.654 -0.130 -0.165
H 2.619 -32.216 31.578 0.239 -0.064 -0.099
H 2.041 -33.891 31.727 -0.224 0.198 0.031
H 3.699 -33.577 32.131 0.213 0.508 -0.089
O 5.169 -28.721 30.758 0.175 -0.311 0.405
C 5.064 -29.684 31.524 -0.128 0.527 -1.523
N 5.835 -30.792 31.419 -0.975 0.549 0.547
C 3.952 -29.666 32.551 0.690 -0.399 0.372
H 6.618 -30.776 30.786 0.074 -0.012 0.093
H 5.761 -31.475 32.172 0.685 -0.395 0.134
H 2.989 -29.526 32.065 0.072 0.013 -0.055
H 4.158 -28.809 33.193 -0.198 0.022 0.057
H 3.954 -30.575 33.154 -0.157 0.065 0.059
O 6.223 -30.563 38.413 -0.169 0.212 0.130
C 5.880 -30.743 37.255 0.243 -0.043 0.222
N 6.479 -31.655 36.466 -0.797 0.603 -0.152
C 4.709 -29.957 36.673 -0.017 0.183 -0.188
H 6.133 -31.749 35.519 0.511 -0.590 -0.238
H 7.209 -32.223 36.870 0.059 -0.103 -0.303
H 4.557 -29.964 35.592 0.312 -0.448 -0.051
H 4.826 -28.907 36.936 -0.035 -0.090 0.312
H 3.800 -30.348 37.131 -0.029 0.138 0.105
O 10.676 -34.312 37.873 0.590 -0.207 -0.042
C 10.033 -34.076 36.861 0.319 0.721 1.480
N 8.705 -34.296 36.849 -1.062 -0.203 -1.154
C 10.633 -33.326 35.699 -0.817 0.843 -0.931
H 8.220 -34.363 35.951 -0.103 0.427 -0.147
H 8.210 -34.676 37.640 0.589 -0.153 0.247
H 9.915 -32.674 35.192 -0.654 -0.480 0.103
H 10.973 -33.964 34.885 0.474 -0.092 0.281
H 11.333 -32.551 36.010 0.639 -0.782 0.369
O 11.517 -37.088 32.857 -0.383 0.599 0.484
C 10.545 -36.571 33.420 -0.326 -1.493 -0.215
N 9.911 -35.501 32.914 1.236 -0.406 -0.160
C 9.918 -37.227 34.641 0.029 0.616 0.212
H 10.454 -35.173 32.129 -0.607 0.639 -0.105
H 9.104 -35.030 33.306 -0.058 0.341 0.195
H 10.720 -37.523 35.315 -0.076 -0.021 0.038
H 9.323 -38.105 34.390 0.174 -0.026 -0.325
H 9.250 -36.522 35.139 0.061 -0.015 0.158
```
Positions in Å, forces in eV/Å.

Summary:
DFT total energy = -66256.169 eV
net charge = -2
highest occupied orbital energy = -0.1473 Eh
lowest unoccupied orbital energy = 3.80 eV
orbital gap = 7.807 eV

---

# 2
Entry from OMol25: C23H55AlBF4N8O8 as an isolated structure (ωB97M-V/def2-TZVPD).

Structure (XYZ):
```
100
Properties=species:S:1:pos:R:3:forces:R:3
N -1.529 3.257 5.866 0.973 -0.731 -0.028
B -1.721 2.042 4.939 -0.535 0.622 -1.634
O -2.091 2.143 3.498 1.293 -0.975 2.960
Al -1.364 0.193 5.865 -0.866 -0.066 -0.277
C 0.552 -0.326 5.348 1.356 0.613 -0.358
F 1.313 0.889 4.886 -1.328 -3.319 0.748
F 0.460 -1.271 4.173 1.006 1.772 2.541
C 1.444 -0.992 6.552 2.476 0.038 -1.684
F 2.192 0.054 7.344 -2.381 -3.061 -2.025
F 2.531 -1.791 5.870 -2.021 1.543 1.904
H -0.498 3.504 5.784 -1.449 -0.191 -0.037
H -1.604 2.913 6.871 0.185 0.385 -1.866
H -2.104 1.207 3.089 -0.115 2.395 1.062
H -2.407 -0.893 5.295 0.097 -0.535 0.003
H -1.572 0.314 7.458 0.326 -0.106 0.364
H 0.875 -1.755 7.232 1.226 1.872 -1.086
C -2.953 0.695 -0.802 0.180 -0.265 -0.098
C -3.403 1.265 0.514 0.201 -0.094 1.064
O -2.986 0.839 1.589 -0.648 -0.407 -1.486
N -4.306 2.288 0.493 0.312 -0.453 0.153
C -4.909 2.922 -0.655 -0.009 0.250 0.398
H -2.235 -0.111 -0.624 -0.102 0.291 0.085
H -3.808 0.284 -1.344 0.058 0.202 -0.126
H -2.462 1.471 -1.396 -0.114 -0.134 -0.101
H -4.561 2.618 1.417 0.192 -0.062 -0.162
H -4.657 3.984 -0.627 -0.088 0.090 -0.210
H -5.993 2.807 -0.576 0.070 0.107 -0.378
H -4.566 2.491 -1.596 -0.132 0.027 0.332
C -0.303 -3.021 1.041 -0.148 0.097 -0.173
C -0.303 -4.419 0.489 -0.221 -0.165 -0.576
O -0.683 -4.672 -0.653 0.168 -0.033 0.334
N 0.138 -5.426 1.296 -0.149 0.220 -0.475
C 0.620 -5.334 2.654 0.010 -0.358 -0.053
H -0.680 -2.329 0.283 0.137 -0.227 0.120
H -0.957 -2.965 1.916 0.269 0.148 0.068
H 0.715 -2.724 1.306 -0.178 0.091 0.255
H 0.108 -6.338 0.855 -0.013 0.258 0.129
H 1.642 -5.721 2.678 0.022 0.108 0.308
H -0.017 -5.961 3.283 0.158 0.145 0.252
H 0.610 -4.311 3.031 -0.039 -0.148 -0.134
C -6.452 -0.790 -3.968 0.206 -0.070 -0.181
C -6.866 0.160 -2.880 0.224 0.793 0.498
O -6.198 1.149 -2.585 -0.457 -0.672 -0.386
N -8.024 -0.102 -2.208 0.536 0.220 -0.315
C -8.939 -1.201 -2.404 -0.162 0.230 0.362
H -5.511 -0.451 -4.411 -0.230 0.022 0.222
H -6.298 -1.790 -3.554 -0.109 0.019 -0.170
H -7.213 -0.815 -4.752 0.047 -0.186 0.070
H -8.237 0.581 -1.491 0.068 -0.203 -0.155
H -9.919 -0.787 -2.653 -0.085 -0.305 -0.063
H -9.011 -1.754 -1.464 -0.159 -0.211 -0.188
H -8.617 -1.876 -3.198 0.022 0.193 0.150
C 1.809 0.020 -3.267 -0.150 0.167 0.152
C 1.544 -0.640 -1.943 -0.613 0.094 0.757
O 0.636 -0.273 -1.199 0.480 -0.178 -0.519
N 2.347 -1.678 -1.573 -0.304 0.335 -0.043
C 3.455 -2.252 -2.300 -0.085 -0.158 0.447
H 1.089 0.828 -3.423 0.246 -0.442 0.128
H 2.816 0.446 -3.277 -0.014 -0.114 -0.170
H 1.695 -0.707 -4.076 0.127 0.196 -0.033
H 2.108 -2.071 -0.670 0.053 0.082 -0.232
H 3.238 -3.309 -2.471 0.228 -0.051 -0.193
H 4.350 -2.165 -1.679 0.193 -0.104 -0.273
H 3.627 -1.756 -3.256 -0.110 -0.020 0.207
C 0.036 3.565 -4.640 0.018 0.004 0.263
C 0.292 2.594 -5.759 0.306 -0.964 -0.162
O 0.699 1.452 -5.555 -0.304 0.811 -0.334
N 0.059 3.014 -7.036 0.124 -0.229 0.461
C -0.415 4.303 -7.479 0.060 -0.260 -0.367
H 0.267 3.088 -3.683 -0.045 0.024 -0.287
H 0.678 4.443 -4.753 -0.200 0.039 0.033
H -1.017 3.860 -4.635 0.137 0.147 0.023
H 0.254 2.306 -7.735 -0.059 0.191 0.191
H -1.346 4.152 -8.031 -0.025 0.332 0.009
H 0.335 4.730 -8.148 -0.181 0.278 0.015
H -0.593 4.989 -6.649 0.064 -0.217 -0.103
C 6.342 -4.609 -4.426 -0.078 0.086 -0.265
C 7.126 -4.301 -3.182 0.686 0.729 0.495
O 7.831 -3.299 -3.083 -0.422 -0.560 -0.166
N 7.039 -5.176 -2.138 0.101 0.417 -0.454
C 6.274 -6.397 -2.059 0.183 0.036 0.419
H 6.511 -3.823 -5.168 0.049 -0.125 0.294
H 6.671 -5.561 -4.850 -0.214 0.016 0.027
H 5.273 -4.643 -4.196 0.066 -0.166 -0.107
H 7.595 -4.902 -1.336 -0.167 -0.060 -0.200
H 5.580 -6.309 -1.220 -0.125 -0.280 -0.130
H 6.966 -7.220 -1.868 -0.260 -0.192 -0.053
H 5.714 -6.597 -2.974 0.142 0.128 0.148
C 1.548 5.847 5.823 -0.262 0.171 -0.006
C 2.247 4.516 5.785 -0.572 -1.327 -0.131
O 1.633 3.457 5.673 0.560 1.187 0.178
N 3.608 4.506 5.879 -0.308 -0.013 -0.022
C 4.501 5.631 6.014 0.161 -0.473 -0.023
H 0.468 5.695 5.738 0.257 -0.121 0.006
H 1.753 6.349 6.772 0.037 0.126 -0.149
H 1.877 6.466 4.985 0.011 0.103 0.165
H 4.007 3.575 5.846 -0.135 0.197 0.005
H 5.191 5.622 5.167 0.122 0.306 0.095
H 5.068 5.506 6.940 0.132 0.314 -0.037
H 3.971 6.584 6.040 0.011 -0.234 -0.015
```
Positions in Å, forces in eV/Å.

Summary:
DFT total energy = -71189.555 eV
net charge = -1
highest occupied orbital energy = -0.1177 Eh
lowest unoccupied orbital energy = 1.93 eV
orbital gap = 5.129 eV